Density functional theory data (wB97M-V/def2-TZVPD) for C27H24AsCl2O3RuS as an isolated structure.

XYZ file:
```
59
Properties=species:S:1:pos:R:3:forces:R:3:nbo_charge:R:1
Ru 0.07991 -0.33058 -0.81212 -1.0541 0.6257 1.0447 0.956
As -1.40429 0.82335 1.05786 0.4558 0.0112 0.2095 1.054
Cl -2.25786 -2.29281 -1.42968 -0.1651 -0.1033 -0.2153 0.012
Cl -3.98293 -4.55091 -2.16111 0.0028 -0.0077 -0.0016 -0.020
S 0.49053 -1.83711 0.92058 0.2712 -0.2101 -0.3464 -0.127
O -1.28621 0.48226 -1.92044 0.2417 0.1724 -0.5856 -0.727
O 3.87847 -0.14572 -2.28046 0.0489 -0.0407 -0.0709 -0.597
O 1.76910 -0.03862 -1.69241 0.6667 -0.3212 -0.1349 -0.719
C 0.05564 -1.13949 2.48828 0.0698 -0.0577 0.0632 -0.165
C 2.67116 1.95137 0.51512 -0.0313 -0.0197 0.0378 -0.230
C 0.26873 1.62926 0.40399 0.1476 0.0430 -0.1144 -0.451
C 1.39481 3.05584 -1.21025 0.0545 0.0073 0.0034 -0.239
C 2.35131 -4.70806 -3.62245 0.0105 0.0132 -0.0086 -0.195
C 2.80644 -0.70198 -2.18464 -0.0470 0.3012 0.0145 0.788
C -1.62873 3.57844 2.02580 -0.0223 -0.0007 0.0609 -0.158
C 3.64290 -2.68586 -3.43575 0.0251 0.0534 0.0361 -0.109
C 0.23505 2.48967 -0.71796 -0.0966 0.0032 0.1706 -0.145
C -0.96877 0.49988 3.94381 -0.0474 -0.0305 -0.0600 -0.139
C -2.30234 2.38836 1.77319 -0.1805 0.0061 -0.1380 -0.349
C 1.51685 1.38971 1.02068 -0.0121 0.1880 0.0385 -0.084
C 1.48342 -2.83645 -2.41075 0.0217 0.1547 0.0164 -0.165
C 0.28187 -1.31285 4.88842 -0.0146 0.0103 0.0302 -0.190
C -2.31311 4.65721 2.56912 0.0092 -0.0032 -0.0088 -0.222
C -3.66156 2.28855 2.05413 -0.0003 0.0171 0.0157 -0.204
C 0.54634 -1.79825 3.62190 -0.0068 0.0205 -0.0505 -0.223
C -3.66665 4.55246 2.85848 0.0042 -0.0042 0.0000 -0.199
C 1.33891 -4.13740 -2.86519 0.0320 0.0201 0.0076 -0.213
C -0.71659 0.01052 2.66283 0.0139 -0.0094 0.0626 -0.414
C 2.62716 -2.10332 -2.68338 -0.0637 -0.1314 0.0291 -0.178
C 2.61096 2.76704 -0.60788 0.0093 0.0298 -0.0484 -0.105
C 3.49999 -3.97908 -3.90883 -0.0107 -0.0353 -0.0091 -0.233
C -0.46980 -0.15441 5.05580 0.0188 -0.0295 0.0160 -0.243
C -4.34100 3.36717 2.60291 -0.0011 0.0007 -0.0027 -0.206
C -2.32210 -3.97636 -1.97264 0.0128 -0.0030 0.0682 -0.400
C -0.96175 0.55302 -3.29093 -0.1123 -0.2175 -0.0557 -0.270
H 4.53450 -2.10670 -3.63392 -0.0009 -0.0074 -0.0030 0.231
H -1.82995 -4.59217 -1.22885 0.0082 -0.0054 -0.0013 0.225
H -0.66118 0.23638 6.04663 -0.0145 -0.0147 -0.0053 0.216
H -1.78577 5.58162 2.76719 -0.0012 -0.0040 0.0002 0.218
H -4.19302 1.36657 1.84886 -0.0031 -0.0011 -0.0129 0.220
H -0.81229 -0.44010 -3.73705 0.0016 -0.0141 0.0172 0.164
H 2.24851 -5.72184 -3.98780 0.0025 -0.0009 0.0062 0.214
H -0.05189 1.13863 -3.46988 -0.0005 0.0168 0.0513 0.171
H 0.72364 -2.35731 -1.80636 -0.2198 -0.3256 -0.0274 0.175
H -5.39732 3.28385 2.82331 0.0035 -0.0038 -0.0005 0.219
H -4.19655 5.39642 3.28095 0.0040 -0.0042 -0.0022 0.218
H 0.66707 -1.83924 5.75264 0.0067 0.0101 -0.0054 0.217
H -1.82853 -4.03395 -2.93505 -0.0109 -0.0176 -0.0131 0.222
H -1.56014 1.39829 4.07086 0.0008 0.0105 -0.0179 0.211
H 3.62404 1.73248 0.97734 -0.0012 -0.0032 -0.0086 0.226
H -1.79041 1.03342 -3.81887 -0.0273 -0.0232 0.0130 0.184
H 3.52435 3.17543 -1.02044 -0.0028 -0.0076 0.0004 0.225
H -0.71587 2.70287 -1.18560 -0.0026 -0.0382 -0.0480 0.243
H 0.45412 -4.71037 -2.62151 -0.0039 0.0021 -0.0036 0.204
H -0.57076 3.66573 1.81243 0.0033 -0.0061 -0.0165 0.214
H 1.56718 0.76216 1.89902 0.0043 -0.0386 -0.0040 0.227
H 4.28888 -4.42767 -4.49844 0.0005 0.0040 -0.0016 0.215
H 1.35623 3.69529 -2.08204 -0.0060 0.0062 0.0108 0.224
H 1.13931 -2.69461 3.49055 0.0087 0.0131 -0.0015 0.225
```
Forces are in eV/Å.

The multiplicity is 2. As for the HOMO-LUMO gap (alpha / beta): 0.227 / 0.249 Eh. The total energy is -133829.4344 eV. As for the expectation value of S²: 0.868.